# 1
The following is a DFT calculation (wB97M-V/def2-TZVPD) of a structure of composition C12H21AuCeI2N5O3S2.

```
! RIJCOSX wB97M-V def2-TZVPD def2/J DEFGRID3
* xyz 4 4
I 5.66606 0.92432 -1.00959
I 3.09204 1.32683 -1.80277
Au -1.08100 -1.62723 -1.30767
Ce 0.74959 1.59136 0.58352
S -0.52227 0.77346 -1.63231
S 0.94277 -0.99293 -0.07916
C -1.73337 2.87080 0.70473
C -0.98248 1.92005 -3.04666
C 1.72794 -2.12522 1.14107
C -0.54254 1.19518 -4.30790
C -2.48020 2.07175 -2.96717
C -0.25740 3.25630 -2.86547
C 2.41536 -3.25473 0.36647
C 0.61112 -2.66678 2.01941
C 2.75107 -1.29650 1.92015
C -2.63744 -2.14117 -2.40138
C -1.59380 -3.48906 -0.96728
O -2.83290 3.03384 1.01374
O -3.44415 -2.43274 -3.15881
O -1.85229 -4.60932 -0.87493
H -1.03272 0.21804 -4.39242
H 0.53494 1.03907 -4.32298
H -0.81323 1.78306 -5.20340
H -2.98827 1.10024 -3.08931
H -2.84317 2.76005 -3.75695
H -2.78469 2.49689 -1.99174
H -0.58103 3.74764 -1.92642
H -0.54476 3.90465 -3.71068
H 0.82087 3.12165 -2.84895
H 2.88102 -3.93092 1.08765
H 3.18066 -2.86252 -0.30296
H 1.68357 -3.81786 -0.21531
H 1.02904 -3.29795 2.81002
H -0.08625 -3.26871 1.41601
H 0.04108 -1.84375 2.47854
H 3.30115 -1.95300 2.59626
H 2.26723 -0.52323 2.52607
H 3.46642 -0.80836 1.24235
N 0.44896 1.19987 5.33473
N -0.43108 1.22433 4.26802
N -1.48314 0.34731 4.31033
C -1.73619 0.17217 3.00819
N -0.81728 0.75448 2.20522
N 0.07565 1.36969 3.03172
H 1.07384 1.99122 5.28725
H -0.07135 1.11514 6.21248
H -2.58735 -0.36739 2.61828
*
```

Properties
Expectation value of S² ... 3.763
Molecular weight ... 938.4 g mol⁻¹
Strongest force on any atom ... 8.56 eV/A
Frontier orbital gap (alpha / beta) ... 4.59 / 4.11 eV



# 2
The following is a DFT calculation (wB97M-V/def2-TZVPD) of a cluster of 3 separate species, C6H14N2 in total.

```
! RIJCOSX wB97M-V def2-TZVPD def2/J DEFGRID3
* xyz 0 1
C -0.33178 2.51848 -0.32579
C -0.04024 1.17919 0.66126
C -0.08765 -0.17629 -0.11746
C -1.30447 -0.90054 -0.74621
C -2.16418 -1.39959 0.32718
C 2.48092 -1.06692 0.55648
H 0.04624 3.32280 0.53869
H 0.27572 2.54963 -1.77161
H -1.98454 2.54786 -0.04657
H 1.01245 1.40768 1.08815
H -0.95281 1.30702 1.61794
H -1.74413 0.01679 -1.22861
H -1.24703 -1.71061 -1.46759
H -2.52971 -0.77855 1.05473
H -3.25516 -1.43450 -0.08859
H -2.00449 -2.52541 0.56727
H 2.80075 -0.17596 -1.19930
H 1.79485 -1.26828 1.38108
H 3.42255 -0.88224 0.78941
H 2.81159 -2.03739 -0.26017
N 0.90486 -0.53537 -0.87712
N 2.09625 0.04223 -0.45317
*
```

Properties
Molecular weight ... 114.2 g mol⁻¹
Strongest force on any atom ... 6.21 eV/A
Relative energy (zero: lowest compared OMol25 entry of this formula, charge and spin) ... 1028.8 kJ/mol
Frontier orbital gap ... 8.71 eV



# 3
The following is a DFT calculation (wB97M-V/def2-TZVPD) of an isolated molecule of C3H8N2.

```
! RIJCOSX wB97M-V def2-TZVPD def2/J DEFGRID3
* xyz 0 1
H -0.78209 1.68482 -1.66925
N 0.03327 1.86510 -1.00532
C 0.15384 0.94688 -0.13159
N 0.95227 1.18966 0.93972
C -0.79786 -0.30072 -0.25586
C -0.07050 -1.62655 0.10365
H 1.50045 0.25308 1.26248
H 1.43436 2.20747 0.85432
H -1.64395 -0.07117 0.48978
H -1.25850 -0.19660 -1.29781
H 0.15808 -1.79449 1.35500
H 0.97826 -1.64907 -0.51210
H -0.65763 -2.50842 -0.13301
*
```

Properties
Molecular weight ... 72.1 g mol⁻¹
Strongest force on any atom ... 3.90 eV/A
Relative energy (zero: lowest compared OMol25 entry of this formula, charge and spin) ... 239.2 kJ/mol
Frontier orbital gap ... 10.03 eV



# 4
The following is a DFT calculation (wB97M-V/def2-TZVPD) of an isolated molecule of C4H4N2O2.

```
! RIJCOSX wB97M-V def2-TZVPD def2/J DEFGRID3
* xyz 0 1
H -0.62511 -1.55310 -1.80757
N 0.28442 -1.15646 -1.67387
C 0.44317 -0.38956 -0.62396
O 1.70457 0.03864 -0.37047
N 1.72028 1.00718 0.80202
C 0.37732 1.19788 1.23983
C -0.40528 0.20727 0.48031
C -1.88852 0.02602 0.40707
O -2.28998 -0.85599 -0.38730
H 2.38275 0.61568 1.49716
H 0.30300 1.81044 2.17650
H -2.57044 0.46116 1.27947
*
```

Properties
Molecular weight ... 112.1 g mol⁻¹
Strongest force on any atom ... 5.12 eV/A
Relative energy (zero: lowest compared OMol25 entry of this formula, charge and spin) ... 438.8 kJ/mol
Frontier orbital gap ... 8.26 eV